The following is a quantum chemistry calculation of C52H51I2N8O3PbSe as an isolated structure, from OMol25.

The geometry in XYZ format:
```
118
C52H51I2N8O3PbSe ωB97M-V with the def2-TZVPD basis set
Pb 0.545 0.828 -0.001
C 0.648 3.993 2.714
C -0.357 3.060 3.397
C -1.220 3.835 4.397
C 0.366 1.897 4.041
C 1.082 2.120 5.209
C 1.751 1.091 5.842
C 1.702 -0.178 5.305
C 1.021 -0.435 4.120
C 1.005 -1.855 3.601
C 0.147 -2.755 4.496
C 2.430 -2.412 3.495
C 0.343 0.611 3.476
N -0.386 0.410 2.261
C -1.686 0.158 2.406
O -2.323 -0.033 3.447
C -2.461 0.135 1.099
C -3.847 0.103 1.111
C -4.523 0.094 -0.099
C -3.802 0.078 -1.285
C -2.418 0.113 -1.223
N -1.781 0.166 -0.050
C -1.601 0.133 -2.503
O -2.198 -0.078 -3.566
N -0.311 0.421 -2.330
C 0.422 0.676 -3.526
C 0.288 1.931 -4.154
C 1.017 2.203 -5.305
C 1.852 1.255 -5.864
C 1.956 0.012 -5.270
C 1.261 -0.292 -4.105
C 1.348 -1.691 -3.542
C 0.410 -2.624 -4.316
C 2.780 -2.236 -3.555
C -0.660 2.991 -3.632
C 0.095 4.250 -3.203
C -1.749 3.305 -4.661
H 0.157 4.914 2.386
H 1.109 3.510 1.848
H 1.460 4.260 3.393
H -1.031 2.655 2.646
H -0.604 4.373 5.121
H -1.885 3.159 4.936
H -1.828 4.572 3.866
H 1.123 3.118 5.627
H 2.306 1.280 6.753
H 2.218 -0.985 5.813
H 0.555 -1.844 2.612
H 0.539 -2.766 5.515
H 0.146 -3.782 4.117
H -0.881 -2.391 4.527
H 2.881 -2.516 4.483
H 3.061 -1.740 2.911
H 2.428 -3.396 3.020
H -4.348 0.098 2.069
H -5.605 0.095 -0.122
H -4.268 0.046 -2.259
H 0.914 3.173 -5.778
H 2.401 1.473 -6.773
H 2.583 -0.745 -5.726
H 0.998 -1.645 -2.516
H 0.675 -2.628 -5.376
H -0.622 -2.283 -4.225
H 0.482 -3.647 -3.935
H 3.107 -2.470 -4.570
H 2.842 -3.156 -2.970
H 3.475 -1.508 -3.132
H -1.163 2.588 -2.758
H 0.713 4.637 -4.016
H 0.753 4.035 -2.357
H -0.604 5.035 -2.906
H -1.333 3.712 -5.585
H -2.451 4.036 -4.252
H -2.292 2.391 -4.905
C 10.268 -9.507 -0.130
O 8.868 -9.691 -0.116
C 8.086 -8.580 -0.080
C 8.577 -7.281 -0.099
C 7.697 -6.211 -0.048
C 6.320 -6.408 0.020
C 5.842 -7.721 0.031
C 6.709 -8.789 -0.021
C 5.384 -5.286 0.030
N 4.076 -5.377 0.029
C 3.610 -4.090 -0.006
C 4.664 -3.197 -0.030
N 5.789 -3.973 -0.005
C 4.507 -1.792 -0.149
C 5.566 -0.880 -0.319
C 5.284 0.446 -0.488
C 3.941 0.854 -0.473
N 2.942 0.005 -0.351
C 3.190 -1.302 -0.174
C 2.063 -2.210 -0.059
N 0.818 -1.688 -0.016
C -0.218 -2.505 0.030
C -0.101 -3.893 0.050
C 1.153 -4.451 0.036
C 2.267 -3.608 -0.017
H 10.701 -10.504 -0.116
H 10.612 -8.955 0.749
H 10.595 -8.983 -1.032
H 9.638 -7.081 -0.155
H 8.117 -5.214 -0.068
H 4.773 -7.879 0.078
H 6.342 -9.807 -0.015
H 6.730 -3.629 0.000
H 6.589 -1.238 -0.320
H 6.062 1.181 -0.628
H 3.681 1.890 -0.643
H -1.193 -2.044 0.077
H -0.992 -4.504 0.090
H 1.313 -5.521 0.075
I -1.933 3.408 -0.031
I -1.804 6.104 -0.035
Se 3.953 1.724 2.403
C 4.173 3.377 3.066
N 4.316 4.448 3.495
```

Output
Multiplicity: 1
Net charge: -1
Gap between HOMO and LUMO: 0.1653 Eh
Energy above the lowest of the compared OMol25 structures with the same formula, charge and spin: 26.06 kcal per mole



The following is a quantum chemistry calculation of C52H52BrF3FeN5OPS as an isolated structure in a non-equilibrium geometry, from OMol25.

The geometry in XYZ format:
```
117
C52H52BrF3FeN5OPS ωB97M-V with the def2-TZVPD basis set
Fe -0.136 -0.153 0.113
S 4.839 -5.881 1.002
N 4.339 -4.726 2.031
C 3.268 -4.138 1.523
C 2.545 -3.047 2.104
C 2.779 -2.534 3.368
C 2.038 -1.439 3.810
C 1.137 -0.853 2.934
N 0.888 -1.319 1.724
C 1.520 -2.457 1.299
C 1.114 -3.023 0.074
N 0.068 -2.444 -0.590
C -0.381 -3.021 -1.687
C 0.200 -4.139 -2.272
C 1.301 -4.722 -1.653
C 1.758 -4.185 -0.461
C 2.883 -4.692 0.261
N 3.688 -5.671 -0.127
H 3.536 -2.985 3.991
H 2.179 -1.029 4.795
H 0.585 0.043 3.199
H -1.256 -2.576 -2.142
H -0.202 -4.535 -3.188
H 1.803 -5.582 -2.073
O 2.140 -0.567 -5.985
C 1.826 -0.529 -4.689
C 2.707 -0.863 -3.651
C 2.281 -0.760 -2.349
N 1.056 -0.349 -2.002
C 0.210 -0.106 -3.007
Br -1.590 0.220 -2.461
C 0.522 -0.154 -4.341
H 3.043 -0.877 -6.133
H 3.710 -1.198 -3.863
H 2.926 -1.034 -1.527
H -0.206 0.076 -5.102
C 1.743 5.262 3.879
C 0.390 5.231 3.155
C 0.167 3.879 2.464
C 1.494 3.436 1.846
C 2.411 3.004 3.000
C 2.162 3.848 4.263
P 1.321 2.138 0.496
C 3.090 1.727 -0.018
C 4.097 2.869 -0.220
C 5.547 2.363 -0.138
C 5.652 0.916 -0.609
C 4.914 -0.007 0.363
C 3.660 0.672 0.933
C 0.744 3.152 -0.981
C 1.412 4.510 -1.285
C 0.427 5.674 -1.207
C -0.744 5.490 -2.178
C -1.217 4.028 -2.215
C -0.778 3.317 -0.943
H 1.679 5.892 4.765
H 2.510 5.694 3.233
H 0.356 6.033 2.415
H -0.422 5.409 3.860
H -0.632 3.975 1.731
H -0.155 3.131 3.189
H 1.930 4.310 1.349
H 3.453 3.127 2.703
H 2.246 1.950 3.237
H 3.072 3.873 4.864
H 1.382 3.400 4.880
H 2.940 1.246 -0.993
H 3.960 3.655 0.523
H 3.942 3.313 -1.205
H 5.918 2.427 0.886
H 6.181 2.999 -0.758
H 6.697 0.617 -0.672
H 5.228 0.838 -1.613
H 5.578 -0.260 1.191
H 4.645 -0.941 -0.135
H 3.922 1.149 1.874
H 2.892 -0.074 1.142
H 0.965 2.470 -1.817
H 1.822 4.481 -2.296
H 2.242 4.715 -0.610
H 0.955 6.598 -1.446
H 0.056 5.776 -0.185
H -0.442 5.800 -3.178
H -1.562 6.143 -1.871
H -0.783 3.515 -3.075
H -2.300 3.980 -2.323
H -1.256 2.341 -0.836
H -1.090 3.917 -0.092
C -2.163 -0.980 1.309
C -2.344 -2.138 1.666
C -2.673 -3.409 2.153
C -1.760 -4.181 2.878
C -2.175 -5.360 3.465
C -3.493 -5.776 3.341
C -4.401 -5.018 2.616
C -3.999 -3.844 2.013
H -0.741 -3.838 2.975
H -1.475 -5.951 4.038
H -3.817 -6.689 3.815
H -5.427 -5.341 2.539
H -4.695 -3.230 1.463
F -8.288 4.458 1.328
C -7.190 5.123 1.728
F -7.140 6.248 0.993
F -7.400 5.497 2.995
C -5.957 4.276 1.566
C -5.665 3.773 0.299
C -4.608 2.905 0.137
C -3.843 2.528 1.247
C -4.100 3.098 2.500
C -5.161 3.962 2.661
C -2.968 1.438 1.160
C -2.388 0.361 1.149
H -6.286 4.047 -0.542
H -4.390 2.479 -0.829
H -3.494 2.813 3.345
H -5.389 4.372 3.636
```

Output
Multiplicity: 6
Net charge: +1
Expectation value of S²: 8.784
Gap between HOMO and LUMO (alpha / beta): 0.1456 / 0.2656 Eh
Energy above the lowest of the compared OMol25 structures with the same formula, charge and spin: 0.00 kcal per mole



The following is a quantum chemistry calculation of C52H52InN4OP3SSe as an isolated structure, from OMol25.

The geometry in XYZ format:
```
115
C52H52InN4OP3SSe ωB97M-V with the def2-TZVPD basis set
In 0.168 -0.537 -0.376
C 2.745 -4.828 -1.795
N 1.497 -4.368 -2.394
C 1.120 -4.568 -3.707
C -0.078 -3.986 -3.871
N -0.431 -3.434 -2.646
C 0.566 -3.652 -1.744
S 0.678 -3.178 -0.104
C -1.697 -2.844 -2.398
C -2.809 -3.401 -3.014
C -4.040 -2.804 -2.815
C -4.115 -1.690 -1.994
C -2.952 -1.229 -1.415
N -1.749 -1.781 -1.608
H 3.327 -5.321 -2.567
H 2.536 -5.524 -0.986
H 3.288 -3.975 -1.401
H 1.744 -5.099 -4.404
H -0.698 -3.888 -4.744
H -2.712 -4.293 -3.616
H -4.926 -3.212 -3.284
H -5.054 -1.189 -1.801
H -2.975 -0.363 -0.768
O 1.706 2.075 -0.713
C 1.100 3.301 -0.780
C 1.752 4.483 -0.449
C 1.067 5.681 -0.536
C -0.266 5.710 -0.930
C -0.914 4.521 -1.199
C -0.243 3.295 -1.136
P -1.174 1.748 -1.340
C -1.741 1.617 -3.063
C -1.391 0.519 -3.843
C -1.802 0.433 -5.165
C -2.566 1.446 -5.721
C -2.920 2.548 -4.953
C -2.511 2.634 -3.633
C -2.665 2.195 -0.391
C -3.952 2.073 -0.910
C -5.054 2.427 -0.139
C -4.879 2.904 1.152
C -3.597 3.033 1.674
C -2.497 2.680 0.909
C 3.084 1.997 -0.672
C 3.894 2.754 -1.503
C 5.267 2.649 -1.362
C 5.820 1.805 -0.402
C 4.992 1.015 0.374
C 3.605 1.079 0.220
P 2.483 -0.011 1.141
C 3.485 -1.521 1.342
C 4.339 -1.924 0.313
C 5.118 -3.063 0.450
C 5.032 -3.838 1.598
C 4.170 -3.459 2.617
C 3.410 -2.306 2.493
C 2.371 0.833 2.742
C 1.380 1.812 2.837
C 1.276 2.599 3.973
C 2.159 2.406 5.028
C 3.155 1.444 4.932
C 3.270 0.663 3.790
H 2.785 4.469 -0.132
H 1.579 6.600 -0.286
H -0.798 6.648 -1.003
H -1.969 4.545 -1.439
H -0.771 -0.264 -3.434
H -1.501 -0.416 -5.766
H -2.879 1.385 -6.755
H -3.511 3.344 -5.384
H -2.803 3.500 -3.053
H -4.101 1.724 -1.925
H -6.049 2.346 -0.557
H -5.737 3.191 1.746
H -3.455 3.423 2.675
H -1.500 2.818 1.315
H 3.452 3.412 -2.239
H 5.913 3.237 -2.001
H 6.893 1.756 -0.272
H 5.424 0.336 1.099
H 4.416 -1.338 -0.593
H 5.799 -3.340 -0.345
H 5.650 -4.720 1.707
H 4.106 -4.048 3.522
H 2.783 -2.016 3.323
H 0.696 1.971 2.008
H 0.510 3.363 4.036
H 2.078 3.014 5.919
H 3.854 1.306 5.747
H 4.069 -0.065 3.722
Se 1.865 -0.853 -2.394
C 1.777 0.776 -3.243
N 1.714 1.806 -3.761
C 0.129 -1.476 3.766
C -1.051 -0.599 3.373
P -1.707 -1.076 1.738
C -1.963 -2.885 1.865
C -2.948 -3.331 2.943
C -3.442 -0.443 1.704
C -4.074 -0.107 3.055
H 0.688 -1.031 4.589
H 0.811 -1.598 2.925
H -0.197 -2.471 4.071
H -0.759 0.450 3.319
H -1.845 -0.669 4.116
H -0.990 -3.347 2.025
H -2.283 -3.221 0.875
H -2.644 -2.998 3.938
H -2.994 -4.419 2.965
H -3.958 -2.967 2.759
H -4.020 -1.223 1.200
H -3.489 0.434 1.070
H -4.076 -0.950 3.745
H -5.110 0.194 2.895
H -3.564 0.729 3.536
```

Output
Multiplicity: 1
Net charge: +2
Gap between HOMO and LUMO: 0.2777 Eh



The following is a quantum chemistry calculation of C52H52N8P3STl as an isolated structure, from OMol25.

The geometry in XYZ format:
```
117
C52H52N8P3STl ωB97M-V with the def2-TZVPD basis set
Tl -0.168 -0.332 0.922
N -4.907 -1.181 -1.664
C -3.823 -1.597 -0.968
N -3.312 -0.993 0.042
C -3.924 0.174 0.502
N -3.604 0.720 1.613
N -2.503 0.196 2.251
C -2.639 0.009 3.495
C -1.553 -0.537 4.326
C -1.604 -0.375 5.705
C -0.567 -0.875 6.473
C 0.474 -1.534 5.840
C 0.432 -1.655 4.458
N -0.555 -1.176 3.716
C -4.991 0.783 -0.311
C -5.503 2.054 -0.056
C -6.478 2.590 -0.872
C -6.959 1.858 -1.957
C -6.464 0.598 -2.225
C -5.472 0.068 -1.404
H -5.231 -1.710 -2.456
H -3.372 -2.521 -1.315
H -3.588 0.234 3.985
H -2.425 0.167 6.155
H -0.569 -0.746 7.548
H 1.303 -1.943 6.402
H 1.234 -2.149 3.918
H -5.113 2.602 0.792
H -6.863 3.582 -0.676
H -7.713 2.283 -2.606
H -6.828 0.028 -3.073
C 3.414 -1.075 -2.646
C 2.836 -2.487 -2.851
P 1.018 -2.544 -2.482
C 0.340 -1.376 -3.721
C 0.912 -1.091 -4.959
C 0.327 -0.163 -5.811
C -0.852 0.476 -5.448
C -1.437 0.193 -4.222
C -0.832 -0.711 -3.360
C 0.576 -4.181 -3.192
C 1.062 -5.317 -2.539
C 0.652 -6.587 -2.915
C -0.263 -6.746 -3.948
C -0.753 -5.628 -4.606
C -0.341 -4.354 -4.228
P 2.580 -0.103 -1.293
C 3.422 1.510 -1.411
C 3.035 2.447 -0.450
C 3.592 3.715 -0.429
C 4.533 4.070 -1.389
C 4.899 3.159 -2.369
C 4.346 1.882 -2.383
C 3.447 -0.849 0.163
C 2.957 -2.045 0.693
C 3.598 -2.675 1.752
C 4.726 -2.103 2.323
C 5.216 -0.908 1.815
C 4.588 -0.291 0.741
H 4.489 -1.113 -2.463
H 3.234 -0.504 -3.560
H 3.316 -3.202 -2.180
H 3.021 -2.824 -3.872
H 1.816 -1.597 -5.276
H 0.794 0.061 -6.762
H -1.306 1.198 -6.115
H -2.357 0.688 -3.932
H -1.247 -0.893 -2.376
H 1.768 -5.207 -1.722
H 1.035 -7.455 -2.394
H -0.594 -7.736 -4.235
H -1.457 -5.744 -5.421
H -0.734 -3.491 -4.751
H 2.298 2.167 0.299
H 3.300 4.419 0.343
H 4.986 5.054 -1.368
H 5.624 3.436 -3.124
H 4.642 1.189 -3.161
H 2.058 -2.491 0.280
H 3.209 -3.611 2.136
H 5.219 -2.584 3.158
H 6.094 -0.453 2.256
H 4.986 0.642 0.363
S 0.320 1.938 2.698
C 1.812 2.855 2.855
C 1.792 4.258 2.853
C 2.959 4.995 3.007
C 4.183 4.356 3.174
C 4.216 2.968 3.196
C 3.052 2.228 3.042
H 0.839 4.762 2.738
H 2.911 6.078 3.002
H 5.094 4.931 3.284
H 5.162 2.454 3.335
H 3.089 1.145 3.073
C -1.841 3.934 -3.410
N -2.556 3.785 -2.143
C -2.215 4.920 -1.281
N -0.782 5.083 -1.069
C -0.129 5.204 -2.368
N -0.396 4.080 -3.266
C 0.224 2.847 -2.775
P -0.398 2.306 -1.093
C -2.215 2.520 -1.488
C -0.224 3.981 -0.280
H -2.224 4.825 -3.911
H -2.048 3.061 -4.036
H -2.705 4.786 -0.315
H -2.598 5.829 -1.750
H 0.949 5.295 -2.222
H -0.497 6.113 -2.851
H 1.305 2.991 -2.715
H 0.040 2.041 -3.492
H -2.756 2.456 -0.540
H -2.550 1.691 -2.121
H 0.834 4.172 -0.097
H -0.714 3.928 0.693
```

Output
Multiplicity: 1
Net charge: 0
Gap between HOMO and LUMO: 0.2261 Eh
Energy above the lowest of the compared OMol25 structures with the same formula, charge and spin: 0.00 kcal per mole



Number 1: electronic energy -5865.8532 Ha. Number 2: electronic energy -7238.3561 Ha. Number 3: electronic energy -6320.4422 Ha. Number 4: electronic energy -4045.5258 Ha.